No. 1
The following is a DFT calculation (ωB97M-V/def2-TZVPD) of 3 unconnected molecules or ions with the total composition C11H28BINO8PS2 at a distorted geometry.

Each line ends with the Löwdin charge.
Geometry (Å):
I -0.34705 -1.52646 -5.31470  0.8341
S -0.25080 -2.18666 2.28194  0.5985
S -1.54570 2.42197 1.75570  0.5940
P -2.12363 0.20054 -2.84913  0.6464
O -1.28598 -2.30573 3.27387  -0.2772
O 4.85888 -0.39975 -1.40404  0.0715
O -2.14429 1.12376 1.91434  -0.2821
O 3.41852 1.06922 -2.39356  -0.0768
O -1.92966 3.33156 3.03598  -0.2613
O 0.44837 -3.63319 2.08549  -0.2660
O 0.77684 -1.17990 2.37176  -0.2949
O -1.72617 3.20034 0.55672  -0.2982
N -2.57506 -1.24358 -2.27901  -0.3602
C 3.33406 -1.47894 -3.02556  0.0099
C -1.00759 -2.08465 0.68671  -0.1322
C 0.66286 1.19771 -3.53567  -0.2479
C 3.93253 -0.24105 -2.22475  -0.4144
C 1.44748 -4.03877 3.01970  -0.2726
C -3.20564 3.97065 3.05931  -0.2699
C -4.30808 3.00083 3.44179  -0.0745
C 3.34696 1.46624 -3.78604  -0.1822
C 0.18630 2.28750 2.09334  -0.1162
C 1.93450 1.22030 -4.50036  -0.2103
C 0.83170 -4.53376 4.31515  -0.0771
B -0.46678 0.09323 -3.87395  -0.9237
H 2.00344 -4.85474 2.55237  0.1210
H 0.32004 1.85454 3.08389  0.0793
H 2.21570 -1.38414 -3.20859  0.0546
H 2.05220 0.30385 -5.17223  0.0636
H 0.89663 1.10335 -2.42004  0.1149
H 0.63401 3.27900 2.03777  0.0746
H 3.82421 -1.56762 -4.06342  0.1045
H -1.87064 1.05787 -1.71012  0.0018
H 4.16377 0.90239 -4.36995  0.1351
H 2.15825 -3.22806 3.20432  0.1146
H 3.61301 2.57724 -3.83906  0.1349
H 1.78393 2.10519 -5.22554  0.1238
H -4.05161 2.46496 4.35859  0.0866
H -4.45977 2.25160 2.66157  0.0714
H 0.62561 1.63436 1.33922  0.0719
H -3.51002 -1.42476 -2.68719  -0.0419
H -1.65759 -2.94712 0.54722  0.0779
H 3.57337 -2.41537 -2.43080  0.0988
H 0.06373 -5.28505 4.11664  0.0844
H 0.35154 -3.71692 4.85852  0.0711
H -3.09060 0.78375 -3.73143  0.0029
H 1.59602 -4.96829 4.96334  0.0790
H 0.14167 2.22497 -3.64974  0.1244
H -0.22789 -2.05899 -0.07332  0.0675
H -3.41690 4.45080 2.09945  0.1146
H -3.14804 4.76210 3.80988  0.1222
H -5.25179 3.53019 3.59074  0.0801
H -1.59480 -1.16652 0.65290  0.0495

Cartesian forces (eV/Å) of the 6 atoms listed first:
I -0.05 0.83 0.72
S -0.41 -0.41 -0.64
S 0.52 0.17 0.77
P -0.58 -1.93 1.02
O 0.72 0.25 -0.13
O -3.32 0.49 -2.70

Properties
Energy: -2552.77802 a.u.
SMILES: CC(=O)OCCCB(I)[PH2]=N.CCOS(C)(=O)=O.CCOS(C)(=O)=O
Total charge: 0
Max |F|: 0.0838 Eh/bohr
Kohn-Sham gap: 7.510 eV

No. 2
The following is a DFT calculation (ωB97M-V/def2-TZVPD) of 2 unconnected molecules or ions with the total composition C5H8N2O at a distorted geometry.

Each line ends with the Löwdin charge.
Geometry (Å):
O 1.05838 -0.50587 -1.08107  0.0203
N 1.73596 0.71444 0.69701  0.1649
N -1.70100 0.51818 0.78168  0.1712
C -0.08511 -2.40774 0.70725  0.0435
C -1.37988 1.00212 -0.21731  -0.2845
C -1.24986 1.58155 -1.52849  -0.0583
C 1.01426 -0.29126 0.12170  -0.5999
C 0.44388 -1.26148 1.11577  -0.1351
H -0.18109 -2.60622 -0.34919  0.0701
H -2.16586 1.43386 -2.09454  0.0898
H -0.43161 1.07307 -2.04083  0.0717
H -1.02679 2.64346 -1.44779  0.0859
H -0.48044 -3.14039 1.38938  0.0604
H 2.12407 1.42190 0.09598  0.1090
H 0.59240 -1.04187 2.16396  0.0957
H 1.73270 0.86626 1.68650  0.0955

Cartesian forces (eV/Å) of the 6 atoms listed first:
O -0.60 0.45 0.16
N -0.33 0.19 -0.34
N 0.44 0.64 -0.62
C 0.03 0.46 0.02
C -1.51 -0.50 1.14
C 0.65 0.12 -0.51

Properties
Energy: -380.05352 a.u.
Energy above the lowest of the compared OMol25 structures with the same formula, charge and spin: 0.943 eV
SMILES: C=CC(N)=O.CC#N
Total charge: 0
Max |F|: 0.0380 Eh/bohr
Kohn-Sham gap: 10.733 eV

No. 3
The following is a DFT calculation (ωB97M-V/def2-TZVPD) of a molecular structure, C26H36IN3OsP at a distorted geometry.

Each line ends with the Löwdin charge.
Geometry (Å):
Os 0.65515 1.46858 -0.53986  1.1867
I 2.91365 1.99942 5.10844  0.9417
P -1.57146 1.13137 -0.27139  0.9409
N 1.49973 2.40832 1.13096  -0.1531
N 0.74240 -0.51829 -0.57273  -0.1749
N 1.27424 3.64537 1.61115  0.0140
C 3.46652 -2.56633 0.88869  -0.0025
C -4.14358 -3.54315 -0.67303  -0.0416
C -0.44291 -2.66028 -0.88110  0.0024
C 2.15756 2.52857 3.27362  -0.7606
C 1.67238 3.76153 2.88294  -0.1040
C -2.85385 -1.38354 -0.42846  -0.0358
C 2.02361 1.71551 2.15211  -0.1686
C -0.44102 -1.29112 -0.62326  -0.3112
C -4.05332 1.89734 -1.43401  -0.0886
C -2.86269 -2.75305 -0.65480  -0.2627
C 5.75983 -3.22044 0.07082  -0.0435
C -1.66500 -0.65792 -0.42328  -0.2990
C 2.95303 -1.13371 -1.43462  -0.2111
C 1.98260 -1.21628 -0.42937  -0.2615
C 2.70021 -0.37844 -2.71395  -0.0504
C -1.63430 -3.36651 -0.89182  -0.0112
C 1.25185 -1.96133 1.88657  -0.0340
C -2.30612 3.09066 1.55017  -0.0950
C 2.24151 -1.92046 0.75085  -0.2225
C -1.78593 0.78239 2.46027  -0.0907
C 4.16078 -1.79436 -1.25190  -0.0022
C 0.53652 3.11360 -1.46745  -0.2531
C -2.54184 1.86472 -1.64946  -0.5225
C -2.37824 1.58478 1.30341  -0.5179
C 4.43746 -2.52392 -0.10097  -0.2595
C -2.17147 1.15237 -2.95423  -0.1016
H -1.94625 -0.28838 2.33861  0.0777
H -4.98542 -2.94087 -0.33302  0.0770
H 3.50686 -0.56005 -3.42255  0.0808
H -1.27154 3.40049 1.70454  0.0493
H 0.58928 -1.09424 1.87725  0.0500
H -4.34216 2.48393 -0.56196  0.0698
H 5.71594 -3.96046 0.86868  0.0775
H -2.17243 2.89214 -1.70014  0.0852
H 6.54729 -2.50678 0.32131  0.0865
H -4.37159 -3.89733 -1.67985  0.0873
H 1.75882 -0.67605 -3.17886  0.0798
H 0.91601 4.34844 0.98458  0.1520
H -0.70960 0.95958 2.54766  0.0573
H -2.24602 1.09477 3.39917  0.0910
H -4.46841 0.89415 -1.33302  0.0718
H -1.09349 0.99943 -3.05322  0.0597
H -3.79675 -0.87949 -0.24651  0.1068
H 1.60390 4.69588 3.41516  0.1360
H 2.29745 0.68094 2.01124  0.1090
H -1.60788 -4.43263 -1.08826  0.1247
H 4.90584 -1.74399 -2.03928  0.1231
H 2.65287 0.70290 -2.56046  0.0514
H 1.25959 3.93831 -1.41233  -0.0240
H -2.71685 3.67194 0.72208  0.0744
H -2.65132 0.17526 -3.01240  0.0841
H -3.42714 1.30444 1.16399  0.1109
H 6.05913 -3.72727 -0.84666  0.0828
H 0.61331 -2.84657 1.83456  0.0924
H -4.07558 -4.41925 -0.02725  0.0850
H 0.49316 -3.17310 -1.06373  0.1270
H 3.66493 -3.11316 1.80490  0.1232
H -4.52537 2.35335 -2.30612  0.0922
H -0.15832 3.30431 -2.28918  -0.0267
H -2.50244 1.74845 -3.80553  0.0911
H -2.86889 3.34373 2.44949  0.0911
H 1.77575 -1.98820 2.84276  0.0862

Cartesian forces (eV/Å) of the 6 atoms listed first:
Os 0.27 0.23 1.16
I 0.01 0.00 0.01
P 0.17 0.09 -0.22
N -0.83 -0.27 0.11
N 0.01 0.18 -0.22
N 0.10 0.06 -0.21

Properties
Energy: -1906.07436 a.u.
Energy above the lowest of the compared OMol25 structures with the same formula, charge and spin: 1.110 eV
Total charge: +1
Max |F|: 0.0237 Eh/bohr
Kohn-Sham gap: 6.618 eV

No. 4
The following is a DFT calculation (ωB97M-V/def2-TZVPD) of a gas-phase ion, C3H6Cl2N (charge +1) at a distorted geometry.

Each line ends with the Löwdin charge.
Geometry (Å):
Cl -2.99177 1.16567 0.05686  0.6392
Cl -2.34648 -1.73622 -0.30111  0.7150
N -0.51305 0.16659 -0.14750  -0.2130
C -1.88436 -0.23960 0.46458  -0.9429
C 0.59212 -0.56959 0.35723  -0.0134
C -0.42778 1.07101 -1.04166  0.1366
H 1.41940 -0.35967 -0.20441  0.0902
H 0.51885 -0.72759 1.45362  0.1454
H -1.24243 1.59252 -1.46077  0.0543
H 0.55541 1.56019 -1.41036  0.1786
H -1.91637 -0.19683 1.62467  0.1291
H 0.52107 -1.58309 0.14648  0.0808

Cartesian forces (eV/Å) of the 6 atoms listed first:
Cl 0.01 -1.23 0.48
Cl -0.02 0.29 0.55
N -1.75 0.43 0.26
C -0.56 2.05 -0.04
C -1.25 -0.92 2.19
C 2.75 1.13 -0.21

Properties
Energy: -1092.71084 a.u.
Energy above the lowest of the compared OMol25 structures with the same formula, charge and spin: 1.483 eV
SMILES: C=[N+](C)C(Cl)Cl
Total charge: +1
Max |F|: 0.0599 Eh/bohr
Kohn-Sham gap: 10.525 eV

Number 1: LUMO -0.033 Eh. Number 2: LUMO 0.031 Eh. Number 3: LUMO -0.137 Eh. Number 4: LUMO -0.196 Eh.